The following is a quantum chemistry calculation of a 2-piece molecular cluster, C2H9N3O overall at a distorted geometry, from the OMol25 dataset.

## Properties
Orbital gap (alpha / beta), eV: 9.4564 / 4.6158
LUMO energy (alpha / beta), Ha: -0.1303 / -0.3080
2S+1: 2
Charge: +1
Strongest force on any atom, hartree/bohr: 0.0315

CARTESIAN COORDINATES (ANGSTROEM)
N: 1.2412 0.0501 0.1499
C: 2.0854 0.8026 1.0048
N: 3.4199 0.2793 0.6651
H: 0.5244 0.5842 -0.3313
H: 1.0664 -0.9469 0.2196
H: 1.8472 1.8445 0.8338
H: 1.9926 0.5724 2.0684
H: 3.5130 -0.7169 0.8633
H: 3.7720 0.4612 -0.2796
C: -3.4831 0.0106 -1.2723
N: -3.0601 -0.9673 -0.3978
O: -2.7607 0.9233 -1.5725
H: -4.5529 -0.0582 -1.5105
H: -3.5335 -1.8394 -0.2380
H: -2.0719 -0.9994 -0.2028